{"formula": "C15H30BBrO13V", "method": "the ωB97M-V functional and the def2-TZVPD basis", "elements": ["O", "V", "Br", "O", "C", "O", "B", "O", "C", "O", "O", "C", "O", "C", "O", "O", "C", "C", "C", "O", "H", "H", "H", "H", "H", "H", "H", "H", "C", "C", "C", "O", "H", "H", "H", "H", "H", "H", "H", "H", "C", "C", "C", "O", "H", "H", "H", "H", "H", "H", "H", "H", "C", "C", "O", "H", "H", "H", "H", "H", "H"], "positions_angstrom": [[0.358, 1.842, -0.076], [-0.924, 1.291, 0.661], [-2.229, 3.452, 0.870], [1.581, -3.008, 1.412], [1.479, -2.650, 0.285], [2.014, -3.165, -0.798], [1.563, -2.408, -1.994], [0.606, -1.406, -1.451], [0.593, -1.468, -0.165], [-0.051, -0.737, 0.554], [0.917, -3.252, -2.991], [1.559, -3.145, -4.158], [1.254, -3.656, -5.179], [2.770, -2.207, -3.927], [2.691, -1.770, -2.666], [3.611, -1.927, -4.707], [-4.747, 0.446, 2.089], [-3.377, 0.546, 2.704], [-3.238, -0.249, 4.007], [-2.358, 0.085, 1.753], [-4.821, 1.081, 1.202], [-5.494, 0.806, 2.796], [-4.971, -0.580, 1.789], [-3.113, 1.579, 2.924], [-2.184, -0.468, 4.181], [-3.770, -1.201, 3.933], [-3.657, 0.311, 4.839], [-2.476, -0.863, 1.614], [-3.978, 1.010, -2.123], [-2.978, 0.024, -1.559], [-2.659, -1.109, -2.512], [-1.738, 0.733, -1.249], [-4.112, 1.890, -1.490], [-4.966, 0.560, -2.255], [-3.673, 1.362, -3.114], [-3.337, -0.350, -0.601], [-2.215, -0.709, -3.427], [-3.555, -1.669, -2.771], [-1.934, -1.795, -2.071], [-1.321, 0.953, -2.090], [3.961, 2.427, -1.205], [3.750, 0.924, -1.213], [5.068, 0.170, -1.292], [3.037, 0.533, -0.014], [4.472, 2.751, -2.121], [4.611, 2.736, -0.382], [3.014, 2.963, -1.154], [3.103, 0.616, -2.030], [5.635, 0.266, -0.360], [5.693, 0.553, -2.100], [4.886, -0.888, -1.475], [3.661, 0.577, 0.720], [1.828, 0.130, 3.380], [1.372, 1.483, 2.885], [-0.047, 1.519, 2.615], [2.839, 0.201, 3.785], [1.859, -0.599, 2.568], [1.155, -0.265, 4.142], [1.884, 1.780, 1.972], [1.605, 2.280, 3.600], [-0.508, 1.665, 3.445]], "atomic_forces_ev_per_a": [[-1.59, -0.49, 0.99], [2.42, 0.95, -1.70], [0.14, -0.88, 0.10], [0.20, -0.22, 0.75], [-0.19, 0.18, -0.41], [-0.21, 0.19, 0.01], [0.54, -0.49, -0.39], [-0.08, 0.38, -0.14], [0.23, -0.03, -0.76], [-0.71, 0.51, 1.24], [-0.12, 0.06, 0.16], [0.20, 0.31, 0.54], [-0.21, -0.36, -0.61], [-0.51, -0.18, 0.60], [-0.11, 0.02, 0.09], [0.58, 0.24, -0.63], [-0.02, 0.42, -0.41], [0.32, -0.25, 0.64], [-0.05, -0.23, -0.62], [-0.64, 0.11, 0.16], [0.08, -0.03, 0.06], [-0.06, -0.18, 0.05], [-0.07, -0.04, 0.17], [-0.01, 0.07, -0.38], [-0.01, 0.10, 0.21], [0.05, 0.01, 0.05], [0.01, 0.02, 0.08], [0.26, -0.02, -0.02], [-0.39, 0.31, -0.25], [-0.06, 0.25, -0.12], [0.25, -0.05, 0.24], [-0.67, -0.25, 0.33], [0.19, -0.11, 0.11], [0.13, -0.17, 0.07], [0.11, -0.05, 0.09], [0.08, -0.03, 0.01], [-0.09, -0.04, -0.05], [-0.08, 0.04, -0.05], [-0.04, 0.01, -0.04], [0.37, 0.19, 0.24], [0.12, 0.19, -0.50], [0.30, 0.09, 0.67], [-0.07, -0.18, -0.17], [-0.08, -0.17, -0.18], [-0.12, -0.13, 0.07], [-0.12, -0.07, 0.14], [-0.02, -0.03, 0.16], [-0.05, 0.07, -0.05], [-0.04, 0.11, 0.01], [-0.05, -0.02, -0.01], [0.02, 0.00, 0.03], [0.09, -0.05, -0.07], [0.01, -0.21, -0.39], [0.69, 0.38, 0.15], [-0.07, -0.10, -0.34], [-0.07, 0.05, 0.12], [-0.12, 0.04, 0.04], [0.09, 0.07, 0.15], [-0.24, -0.21, -0.20], [-0.25, -0.13, 0.11], [-0.25, 0.03, -0.14]], "spin_multiplicity": 2, "homo_energy_ev": [-9.6268, -9.6269], "e_lumo_ev": [-0.69, -0.21], "s2": 0.78, "energy_ha": -5110.8785, "gap_ev": [8.94, 9.41]}



{"formula": "C15H30BrIN2O3PS", "method": "the ωB97M-V functional and the def2-TZVPD basis", "elements": ["C", "C", "C", "C", "P", "C", "C", "C", "I", "N", "C", "O", "C", "S", "C", "C", "O", "Br", "H", "H", "H", "H", "H", "H", "H", "H", "H", "H", "H", "H", "H", "H", "H", "H", "H", "H", "C", "C", "C", "O", "C", "N", "H", "H", "H", "H", "H", "H", "H", "H", "H", "H", "H", "H"], "positions_angstrom": [[4.243, -0.374, 1.316], [3.342, -0.060, -0.008], [1.812, -0.504, 0.233], [1.313, -1.765, -0.629], [-0.544, -1.875, -0.095], [-0.709, -2.267, 1.748], [-1.484, -0.296, -0.540], [1.583, -1.777, -2.231], [1.106, -0.020, -3.416], [2.877, -2.509, -2.477], [3.331, -3.154, -1.239], [4.472, -3.535, -0.896], [1.976, -3.226, -0.325], [2.734, -3.479, 1.389], [1.039, -4.525, -0.458], [1.826, -5.841, -0.959], [2.329, -5.971, -2.092], [1.990, -7.422, 0.273], [4.615, 0.641, 1.725], [3.611, -0.823, 2.162], [5.119, -1.060, 1.048], [3.818, -0.470, -0.958], [3.347, 1.091, -0.122], [1.617, -0.684, 1.340], [1.158, 0.402, -0.063], [0.163, -1.933, 2.403], [-1.653, -1.758, 2.165], [-0.804, -3.407, 1.841], [-1.094, 0.629, 0.042], [-2.596, -0.409, -0.251], [-1.460, -0.018, -1.644], [0.811, -2.541, -2.629], [3.533, -1.801, -2.849], [2.245, -2.505, 2.246], [0.147, -4.404, -1.163], [0.609, -4.803, 0.575], [-3.900, 5.295, -0.450], [-4.125, 4.274, 0.655], [-2.850, 3.933, 1.434], [-2.028, 3.069, 0.654], [-0.950, 3.728, -0.015], [-4.603, 3.001, 0.021], [-3.305, 4.892, -1.273], [-4.855, 5.621, -0.871], [-3.391, 6.180, -0.061], [-4.912, 4.620, 1.328], [-3.131, 3.360, 2.325], [-2.322, 4.824, 1.781], [-0.610, 4.622, 0.513], [-1.259, 3.989, -1.029], [-0.119, 3.025, -0.086], [-5.304, 3.144, -0.712], [-4.980, 2.350, 0.715], [-3.780, 2.528, -0.389]], "atomic_forces_ev_per_a": [[-0.01, 0.75, -0.28], [0.06, 0.83, 1.33], [0.92, 0.33, -1.27], [-0.29, 0.41, 0.99], [-1.23, -1.52, -1.74], [0.25, 0.42, 0.86], [-0.09, 1.84, 1.01], [-2.08, -2.96, 0.94], [0.71, -0.58, 0.62], [1.05, 1.79, 1.64], [1.00, -0.45, 0.16], [-4.42, 1.57, -1.91], [1.06, 0.42, 1.22], [-0.10, 0.50, 0.50], [-0.45, -1.21, 0.07], [1.67, 0.05, -3.88], [-2.20, 0.90, 4.74], [-0.34, 1.27, -0.54], [-0.27, -1.75, -0.69], [1.06, 0.52, -1.43], [-1.29, 1.00, 0.66], [-0.77, 0.35, 1.34], [-0.03, -1.84, 0.00], [0.33, 0.16, -1.50], [0.82, -1.57, 0.29], [-1.17, -0.38, -0.81], [1.32, -0.86, -0.76], [0.07, 1.81, -0.15], [-0.67, -1.26, -0.90], [1.75, -0.18, -0.34], [0.22, -0.78, 1.40], [0.83, 1.56, 0.58], [0.15, -1.12, 0.11], [-0.02, -0.66, -1.19], [1.40, -0.04, 0.67], [0.74, 0.69, -1.70], [-0.28, 0.08, -0.23], [0.34, 0.92, -0.12], [-0.18, -1.05, 0.15], [-0.18, 0.68, 0.43], [0.24, -0.23, -0.48], [0.05, -0.65, -0.03], [0.07, 0.00, 0.13], [0.08, 0.03, 0.03], [-0.08, -0.15, 0.00], [0.10, -0.10, 0.00], [0.07, 0.04, -0.01], [-0.14, 0.03, -0.23], [-0.12, -0.09, 0.05], [0.15, 0.15, 0.01], [-0.11, 0.02, 0.06], [0.07, 0.09, 0.18], [-0.09, 0.06, -0.04], [0.03, 0.17, 0.09]], "homo_energy_ev": -10.0853, "e_lumo_ev": -3.60, "total_charge": 1, "energy_ha": -4535.6284, "gap_ev": 6.49}



{"formula": "C15H30FNOP2Pb", "method": "the ωB97M-V functional and the def2-TZVPD basis", "elements": ["Pb", "P", "P", "N", "H", "C", "H", "H", "H", "C", "H", "H", "H", "C", "H", "H", "H", "C", "H", "H", "H", "C", "H", "H", "H", "C", "H", "H", "H", "C", "C", "C", "C", "C", "C", "H", "H", "H", "H", "H", "C", "O", "C", "H", "H", "H", "C", "H", "H", "H", "F"], "positions_angstrom": [[0.164, 2.196, -0.396], [-3.144, -1.224, 1.454], [3.967, 0.973, 0.219], [0.387, 0.350, -1.471], [-2.262, -1.030, 2.555], [-4.331, 0.128, 1.426], [-5.345, -0.297, 1.423], [-4.199, 0.744, 0.527], [-4.221, 0.760, 2.316], [-4.028, -2.759, 1.732], [-5.107, -2.563, 1.734], [-3.722, -3.160, 2.708], [-3.772, -3.475, 0.943], [-2.283, -1.313, -0.119], [-2.346, -2.344, -0.497], [-1.229, -1.024, -0.030], [-2.752, -0.642, -0.851], [4.664, 2.583, -0.033], [5.713, 2.494, -0.356], [4.639, 3.168, 0.901], [4.108, 3.133, -0.810], [4.669, 0.027, 1.542], [5.768, 0.011, 1.462], [4.302, -1.012, 1.491], [4.389, 0.454, 2.521], [3.632, 0.043, -1.247], [4.155, 0.499, -2.099], [2.547, -0.006, -1.459], [4.020, -0.978, -1.118], [0.021, 0.119, -2.723], [-0.880, 0.737, -4.916], [-0.667, 1.048, -3.584], [0.365, -1.169, -3.271], [0.137, -1.457, -4.607], [-0.481, -0.506, -5.440], [-1.367, 1.470, -5.564], [-0.983, 2.007, -3.154], [0.832, -1.885, -2.591], [0.440, -2.426, -5.006], [-0.654, -0.732, -6.494], [-0.759, 0.614, 2.604], [-0.564, 0.846, 1.368], [-1.640, 1.494, 3.412], [-1.064, 1.912, 4.249], [-2.466, 0.914, 3.858], [-2.048, 2.315, 2.811], [0.071, -0.399, 3.297], [0.802, 0.109, 3.948], [0.605, -1.026, 2.575], [-0.550, -1.029, 3.954], [2.471, 1.306, 0.805]], "atomic_forces_ev_per_a": [[-0.02, -1.23, -0.26], [0.59, 0.38, -0.03], [0.52, -0.78, -1.04], [0.01, 1.19, 1.89], [-0.08, 0.17, -0.59], [-0.37, 0.36, 0.17], [0.27, 0.18, -0.04], [0.08, -0.19, 0.29], [0.01, -0.15, -0.28], [-0.26, -0.41, 0.23], [0.25, -0.24, 0.01], [-0.23, -0.01, -0.33], [-0.15, 0.09, 0.24], [0.17, -0.34, -0.30], [0.03, 0.30, 0.10], [-0.04, 0.22, -0.03], [0.15, -0.14, 0.25], [0.41, 0.81, 0.00], [-0.18, 0.14, 0.10], [-0.08, -0.11, -0.36], [0.16, -0.23, 0.39], [0.37, -0.19, 0.76], [-0.28, -0.03, 0.16], [0.06, 0.50, 0.00], [0.09, -0.28, -0.20], [0.03, -0.29, -0.43], [-0.17, -0.08, 0.15], [-0.18, -0.04, -0.06], [-0.11, 0.27, -0.02], [0.00, -0.14, -0.66], [0.05, -0.35, -0.05], [0.26, -0.55, 0.07], [-0.29, 0.36, -0.41], [-0.25, 0.44, 0.10], [0.00, -0.01, -0.26], [0.11, -0.23, 0.11], [0.09, -0.31, -0.25], [-0.07, 0.21, -0.23], [-0.10, 0.19, 0.00], [0.05, 0.07, 0.32], [-0.71, -0.42, 0.78], [0.22, 0.49, -2.31], [0.14, 0.08, 0.30], [-0.22, 0.21, 0.17], [-0.12, 0.19, 0.22], [0.08, -0.21, 0.11], [0.14, 0.05, 0.30], [0.17, -0.25, 0.09], [-0.10, 0.11, 0.13], [0.18, -0.11, 0.12], [-0.72, 0.30, 0.60]], "homo_energy_ev": [-4.3729, -3.4007], "e_lumo_ev": [0.23, 0.12], "energy_ha": -1694.7248, "gap_ev": [4.60, 3.52]}



{"formula": "C15H30N2O4P2Pb", "method": "the ωB97M-V functional and the def2-TZVPD basis", "elements": ["Pb", "P", "P", "N", "H", "C", "H", "H", "H", "C", "H", "H", "H", "C", "H", "H", "H", "C", "H", "H", "H", "C", "H", "H", "H", "C", "H", "H", "H", "C", "C", "C", "C", "C", "C", "H", "H", "H", "H", "H", "C", "O", "C", "H", "H", "H", "C", "H", "H", "H", "O", "N", "O", "O"], "positions_angstrom": [[0.108, 0.005, -0.102], [2.381, -0.425, -0.949], [-2.261, 0.580, 1.202], [-0.784, 0.024, -1.749], [-0.109, -1.646, 0.763], [2.989, -2.119, -1.082], [3.970, -2.114, -1.585], [2.285, -2.724, -1.669], [3.095, -2.587, -0.093], [3.691, 0.518, -0.156], [4.643, 0.276, -0.655], [3.785, 0.289, 0.913], [3.491, 1.592, -0.261], [2.361, 0.172, -2.655], [3.371, 0.046, -3.074], [2.077, 1.233, -2.687], [1.642, -0.396, -3.260], [-3.077, -0.891, 1.884], [-4.032, -0.547, 2.316], [-2.477, -1.398, 2.652], [-3.288, -1.602, 1.073], [-2.034, 1.683, 2.616], [-3.006, 1.816, 3.069], [-1.632, 2.635, 2.272], [-1.366, 1.301, 3.377], [-3.311, 1.345, 0.063], [-4.247, 1.562, 0.597], [-3.513, 0.685, -0.785], [-2.863, 2.273, -0.304], [-1.266, 0.219, -2.953], [-2.171, -0.719, -4.919], [-1.665, -0.927, -3.675], [-1.361, 1.542, -3.444], [-1.880, 1.690, -4.695], [-2.291, 0.579, -5.452], [-2.489, -1.578, -5.506], [-1.548, -1.904, -3.201], [-1.020, 2.362, -2.809], [-1.973, 2.693, -5.106], [-2.703, 0.721, -6.454], [1.771, -0.274, 2.997], [1.310, 0.515, 1.807], [2.139, -1.621, 2.591], [2.285, -2.202, 3.507], [3.102, -1.574, 2.068], [1.413, -2.118, 1.919], [1.915, 0.407, 4.242], [1.399, -0.172, 4.984], [1.502, 1.404, 4.193], [2.940, 0.404, 4.426], [-0.430, -1.431, 3.488], [-0.086, -0.215, 3.589], [-0.517, 0.465, 4.646], [-0.263, 0.147, 2.031]], "atomic_forces_ev_per_a": [[-1.04, -1.87, 1.41], [1.60, 0.06, -1.09], [1.56, -0.64, 0.91], [-1.52, -1.45, -2.40], [0.27, 0.26, -1.21], [0.18, -0.52, 0.05], [-0.31, -0.03, 0.15], [0.16, 0.22, 0.15], [-0.05, 0.19, -0.27], [0.70, 0.16, 0.10], [-0.20, 0.18, 0.18], [-0.13, 0.03, -0.31], [0.02, -0.28, 0.03], [0.38, 0.06, -0.40], [-0.30, 0.12, -0.02], [0.05, -0.33, 0.03], [0.10, 0.14, 0.23], [-0.61, -0.05, -0.23], [0.19, -0.26, -0.05], [-0.02, 0.38, -0.28], [0.01, 0.18, 0.17], [-1.09, 0.63, -0.51], [-0.45, 0.45, 0.24], [-0.12, 0.14, -0.10], [-0.63, 0.36, -0.14], [-1.97, 0.76, -0.69], [-0.13, 0.23, -0.44], [0.07, 0.12, 0.08], [-0.08, -0.16, 0.05], [0.44, 1.04, 0.36], [-0.53, 0.39, -1.28], [0.26, 0.44, 0.47], [-0.05, -0.76, -0.01], [-0.49, 0.12, -1.24], [-0.03, 0.00, -0.07], [-0.01, 0.17, -0.05], [-0.09, 0.32, -0.25], [-0.16, -0.23, -0.28], [-0.06, -0.17, -0.10], [0.15, -0.05, 0.36], [-3.78, 2.22, -3.45], [2.46, -0.80, 4.19], [0.48, -0.76, 0.54], [-0.03, -0.23, -0.28], [0.08, -0.07, 0.06], [0.10, 0.45, 0.51], [2.39, 0.76, 0.45], [0.33, -0.05, 0.76], [0.13, 0.09, 0.13], [2.18, 0.61, 1.13], [-0.54, 0.46, 1.36], [-1.28, -4.46, 2.35], [0.89, -1.01, -3.48], [0.50, 2.43, 2.16]], "homo_energy_ev": [-6.5291, -6.6133], "e_lumo_ev": [-1.01, -1.24], "energy_ha": -1874.8873, "gap_ev": [5.52, 5.37]}



Computed values of ΔE to the lowest compared entry with this formula, charge and spin (unit: kcal/mol) for the preceding records, in sequence: 0.0; 70.4; 26.0; 168.2.